Version i
C3H6N2 | ωB97M-V/def2-TZVPD

Summary:
**E_HOMO**: -7.78 eV
**Molecular weight**: 70.09 g mol⁻¹
**LUMO**: 1.13 eV
**HOMO-LUMO gap**: 8.916 eV
**SMILES**: C1=NNCC1

Last column: Mulliken charge in e.
Positions of all 11 atoms, in Å:
C -0.20 -1.14 0.11  -0.544
C -1.30 -0.07 -0.16  -0.420
C -0.36 1.13 0.12  -0.249
H -0.26 -1.88 -0.63  0.282
H -0.05 -1.58 1.26  0.219
H -1.98 -0.19 0.67  0.216
H -1.76 -0.16 -1.07  0.357
H -0.67 2.15 0.29  0.404
H 2.00 -0.88 -0.40  0.268
N 0.94 0.90 -0.06  -0.529
N 1.04 -0.47 -0.01  -0.004

=====

Version ii
C3H6N2 | ωB97M-V/def2-TZVPD

Summary:
**E_HOMO (alpha / beta)**: -7.41 / -7.41 eV
**Molecular weight**: 70.09 g mol⁻¹
**LUMO (alpha / beta)**: 0.21 / 0.21 eV
**HOMO-LUMO gap (alpha / beta)**: 7.618 / 7.616 eV
**SMILES**: C=C=C=N.N

Last column: Mulliken charge in e.
Positions of all 11 atoms, in Å:
C 0.09 0.26 -1.02  0.565
N -1.21 0.65 0.74  -0.700
C 0.44 -0.93 -0.45  -0.529
C 1.30 -1.37 0.46  -0.397
N 0.52 0.96 -1.96  -0.476
H -0.96 0.98 1.67  0.203
H -2.00 1.21 0.44  0.239
H -0.08 1.67 -2.36  0.237
H -1.35 -0.43 0.64  0.356
H 2.36 -1.14 0.51  0.274
H 0.89 -1.87 1.33  0.227

=====

Version iii
C3H6N2 | ωB97M-V/def2-TZVPD

Summary:
**E_HOMO**: -8.21 eV
**Molecular weight**: 70.09 g mol⁻¹
**LUMO**: 0.62 eV
**HOMO-LUMO gap**: 8.829 eV
**SMILES**: CC1=NN1C

Last column: Mulliken charge in e.
Positions of all 11 atoms, in Å:
C 0.57 1.13 -0.43  0.661
C -1.12 -0.54 1.17  -0.671
C 1.15 0.02 -1.23  -0.763
N -0.07 0.66 0.87  -0.302
N -0.35 1.84 -0.02  -0.503
H -0.93 -1.44 0.61  0.288
H -2.10 -0.08 0.98  0.272
H -0.95 -0.61 2.23  0.243
H 1.31 0.18 -2.30  0.307
H 0.42 -0.79 -1.12  0.211
H 2.06 -0.36 -0.76  0.257

=====

Relative energies with respect to the most stable structure, expressed in kcal/mol: version i 0.0; version ii 59.4; version iii 47.4.

=====

Version i
C3H6N2 | ωB97M-V/def2-TZVPD

Summary:
**E_HOMO**: -8.97 eV
**Molecular weight**: 70.09 g mol⁻¹
**LUMO**: 0.95 eV
**HOMO-LUMO gap**: 9.918 eV
**SMILES**: CNC1=NC1

Last column: Mulliken charge in e.
Positions of all 11 atoms, in Å:
C 0.36 0.32 1.72  -0.754
N 0.04 -0.51 0.57  -0.211
C -0.48 -0.15 -2.02  -0.296
C 0.07 -0.06 -0.69  0.329
N 0.44 0.91 -1.41  -0.551
H 1.42 0.31 2.00  0.263
H -0.24 -0.01 2.58  0.296
H 0.06 1.35 1.50  0.280
H -0.09 -1.50 0.70  0.236
H -0.09 -0.86 -2.75  0.221
H -1.49 0.19 -2.20  0.184

=====

Version ii
C3H6N2 | ωB97M-V/def2-TZVPD

Summary:
**E_HOMO**: -9.69 eV
**Molecular weight**: 70.09 g mol⁻¹
**LUMO**: 0.81 eV
**HOMO-LUMO gap**: 10.493 eV
**SMILES**: C=NN1CC1

Last column: Mulliken charge in e.
Positions of all 11 atoms, in Å:
C 0.78 0.80 -1.08  -0.356
C -0.66 -1.05 0.04  -0.196
C -0.36 0.04 1.14  -0.284
H 1.58 1.51 -1.56  0.223
H 1.36 0.18 -0.49  0.244
H -1.57 -1.65 0.10  0.270
H 0.28 -1.55 -0.43  0.171
H -0.80 0.15 2.11  0.271
H 0.97 0.07 0.98  0.072
N -0.39 1.26 -0.86  -0.206
N -1.18 0.26 0.05  -0.209

=====

Version iii
C3H6N2 | ωB97M-V/def2-TZVPD

Summary:
**E_HOMO**: -8.64 eV
**Molecular weight**: 70.09 g mol⁻¹
**LUMO**: 0.46 eV
**HOMO-LUMO gap**: 9.105 eV

Last column: Mulliken charge in e.
Positions of all 11 atoms, in Å:
C -0.96 -0.12 -0.17  -0.386
C 0.26 -1.11 0.01  -0.284
C 1.12 0.81 -0.09  -0.089
H -1.53 -0.42 -1.00  0.228
H -1.68 -0.14 0.65  0.206
H 0.12 -2.00 -0.67  0.305
H 0.22 -1.40 1.04  0.236
H 1.77 1.63 -0.12  0.409
H -0.57 2.05 0.72  0.317
N 1.47 -0.42 -0.15  -0.532
N -0.21 1.11 -0.22  -0.409

=====

Version iv
C3H6N2 | ωB97M-V/def2-TZVPD

Summary:
**E_HOMO**: -8.99 eV
**Molecular weight**: 70.09 g mol⁻¹
**LUMO**: 1.03 eV
**HOMO-LUMO gap**: 10.017 eV

Last column: Mulliken charge in e.
Positions of all 11 atoms, in Å:
C -1.37 0.17 -0.03  -0.323
C -2.42 -0.58 0.32  -0.539
C 2.06 1.40 -0.28  -0.189
N 2.23 -0.89 0.39  -0.795
N 2.24 0.25 -0.10  0.464
H -1.41 0.58 -0.96  0.258
H -0.45 0.11 0.43  0.136
H -2.64 -1.23 1.23  0.203
H -3.25 -0.62 -0.26  0.249
H 1.85 2.08 -1.02  0.317
H 3.16 -1.28 0.29  0.218

=====

Relative energies with respect to the most stable structure, expressed in kcal/mol: version i 0.0; version ii 86.9; version iii 12.1; version iv 61.5.

=====

Version i
C3H6N2 | ωB97M-V/def2-TZVPD

Summary:
**E_HOMO**: -7.62 eV
**Molecular weight**: 70.09 g mol⁻¹
**LUMO**: 1.19 eV
**HOMO-LUMO gap**: 8.815 eV

Last column: Mulliken charge in e.
Positions of all 11 atoms, in Å:
C 0.68 -0.85 0.17  -0.127
C 1.13 0.60 -0.10  -0.963
C -0.67 -0.33 0.02  0.328
N -1.73 0.25 0.66  -0.406
N -1.82 -0.10 -0.73  -0.512
H 1.24 -1.66 -0.47  0.242
H 0.95 -1.03 1.15  0.188
H 1.23 1.16 0.74  0.319
H 1.22 1.08 -1.01  0.363
H -2.30 -0.44 1.18  0.254
H -1.85 0.93 -1.04  0.314

=====

Version ii
C3H6N2 | ωB97M-V/def2-TZVPD

Summary:
**E_HOMO**: -8.59 eV
**Molecular weight**: 70.09 g mol⁻¹
**LUMO**: 1.12 eV
**HOMO-LUMO gap**: 9.709 eV
**SMILES**: [H]/N=C\NC=C

Last column: Mulliken charge in e.
Positions of all 11 atoms, in Å:
C 2.08 -0.20 -0.03  -0.908
C 0.92 0.41 0.02  0.236
C -1.58 0.40 -0.02  0.133
H 2.96 0.38 -0.04  0.258
H 2.23 -1.28 0.00  0.243
H 0.92 1.52 0.06  0.199
H -0.29 -1.21 -0.03  0.197
H -1.55 1.47 -0.03  0.302
H -2.64 -1.17 0.05  0.197
N -0.31 -0.19 0.03  -0.250
N -2.73 -0.13 -0.01  -0.606

=====

Relative energies with respect to the most stable structure, expressed in kcal/mol: version i 113.0; version ii 0.0.

=====

Version i
C4H15N2O2 | ωB97M-V/def2-TZVPD

Summary:
**E_HOMO**: -11.57 eV
**Molecular weight**: 123.18 g mol⁻¹
**LUMO**: -3.04 eV
**HOMO-LUMO gap**: 8.526 eV
**Net charge**: +1

Last column: Mulliken charge in e.
Positions of all 23 atoms, in Å:
C -2.62 2.13 -0.31  -0.564
C -1.13 1.90 0.05  -0.466
C -0.65 0.52 -0.34  -0.222
C 0.34 -0.11 0.27  -0.327
N 1.06 -1.26 -0.34  -0.239
N -2.84 3.57 -0.43  -0.507
H -3.27 1.72 0.47  0.234
H -2.82 1.64 -1.25  0.448
H -1.01 1.99 1.12  0.360
H -0.48 2.60 -0.46  0.262
H -0.91 0.18 -1.34  0.214
H 0.74 0.13 1.25  0.373
H 1.23 -1.99 0.37  0.347
H 0.80 -1.76 -1.19  0.323
H 1.98 -0.85 -0.57  0.431
H -3.45 3.90 -1.15  0.181
H -2.89 3.99 0.50  0.197
H -0.01 -3.89 1.16  0.305
H 1.34 -4.56 1.40  0.305
O 0.94 -3.73 1.16  -0.644
H 3.64 -2.31 0.25  0.292
H 4.68 -1.39 -0.56  0.317
O 3.77 -1.51 -0.29  -0.621

=====

Version ii
C4H15N2O2 | ωB97M-V/def2-TZVPD

Summary:
**E_HOMO**: -14.07 eV
**Molecular weight**: 123.18 g mol⁻¹
**LUMO**: -8.59 eV
**HOMO-LUMO gap**: 5.481 eV
**Net charge**: +1

Last column: Mulliken charge in e.
Positions of all 23 atoms, in Å:
C 0.61 -0.92 -1.02  -0.564
C -0.36 -2.04 -0.84  -0.722
C -1.07 -1.64 0.55  -0.472
C -1.95 -0.35 0.51  -0.662
N -1.14 0.79 0.91  -0.498
N -0.07 0.30 -1.36  -0.227
H 1.33 -0.75 -0.11  0.272
H 1.39 -1.11 -1.79  0.488
H 0.09 -3.03 -0.83  0.384
H -1.07 -2.09 -1.63  0.352
H -0.22 -1.48 1.37  0.299
H -1.55 -2.62 0.86  0.355
H -2.85 -0.52 1.13  0.422
H -2.24 -0.13 -0.52  0.506
H -0.58 0.73 -0.53  0.381
H -1.74 1.47 1.42  0.274
H 0.44 0.73 -2.18  0.309
H 0.52 0.46 3.73  0.321
H 0.24 0.74 2.22  0.388
O 0.86 0.27 2.85  -0.611
H 2.72 4.01 -2.26  0.332
H 3.53 3.85 -0.85  0.336
O 3.11 3.35 -1.63  -0.663

=====

Version iii
C4H15N2O2 | ωB97M-V/def2-TZVPD

Summary:
**E_HOMO**: -13.85 eV
**Molecular weight**: 123.18 g mol⁻¹
**LUMO**: -2.81 eV
**HOMO-LUMO gap**: 11.041 eV
**Net charge**: +1

Last column: Mulliken charge in e.
Positions of all 23 atoms, in Å:
C -0.70 0.83 -1.25  -0.573
O -0.32 2.07 -1.84  -0.589
C -0.11 0.71 0.19  0.296
C -0.08 -0.74 0.63  -0.833
C 0.79 -1.76 -0.11  -0.801
N 2.18 -1.22 -0.06  -0.206
N 1.29 1.27 0.07  -0.659
H -0.25 0.06 -1.89  0.120
H -1.79 0.80 -1.23  0.451
H -1.10 2.63 -1.99  0.344
H -0.70 1.33 0.87  0.383
H -1.10 -1.11 0.69  0.359
H 0.25 -0.66 1.68  0.403
H 0.39 -1.73 -1.13  0.370
H 0.59 -2.76 0.28  0.379
H 2.13 -0.15 -0.07  0.340
H 2.78 -1.59 -0.79  0.348
H 2.54 -1.31 0.90  0.392
H 1.42 1.88 0.86  0.240
H 1.40 1.83 -0.77  0.247
H -3.27 0.53 2.07  0.286
H -3.54 -0.71 1.27  0.305
O -2.81 -0.20 1.64  -0.602

=====

Version iv
C4H15N2O2 | ωB97M-V/def2-TZVPD

Summary:
**E_HOMO**: -13.53 eV
**Molecular weight**: 123.18 g mol⁻¹
**LUMO**: -3.29 eV
**HOMO-LUMO gap**: 10.241 eV
**Net charge**: +1

Last column: Mulliken charge in e.
Positions of all 23 atoms, in Å:
C 1.49 -1.59 0.65  -1.007
O 1.59 -1.69 2.06  -0.475
C 0.35 -0.62 0.24  0.490
C 0.08 -0.53 -1.25  -0.999
C -0.95 0.38 -1.85  -0.632
N -2.04 0.73 -0.86  -0.299
N -0.94 -1.04 0.88  -0.596
H 1.31 -2.61 0.26  0.393
H 2.46 -1.36 0.20  0.391
H 1.91 -0.82 2.30  0.339
H 0.64 0.35 0.69  0.294
H 0.00 -1.58 -1.59  0.394
H 1.09 -0.44 -1.72  0.451
H -1.43 0.01 -2.76  0.359
H -0.51 1.35 -2.11  0.328
H -2.36 -0.08 -0.32  0.370
H -2.82 1.19 -1.33  0.360
H -1.70 1.36 -0.12  0.320
H -0.86 -0.85 1.88  0.255
H -1.07 -2.04 0.76  0.262
H 1.91 3.25 1.73  0.309
H 0.79 3.66 0.82  0.313
O 1.04 2.96 1.44  -0.619

=====

Relative energies with respect to the most stable structure, expressed in kcal/mol: version i 13.8; version ii 146.2; version iii 0.0; version iv 5.7.